Below is C12H11N5S in the gas phase in a non-equilibrium geometry, with properties calculated with the ωB97M-V functional and the def2-TZVPD basis.

Cartesian coordinates (Å):
S1 2.009231 -1.585971 1.278614
N1 0.762953 0.536520 -3.121410
N2 1.533604 0.993823 0.812348
N3 1.465993 -1.298516 -2.061636
N4 1.082000 3.230158 0.712370
N5 0.834284 2.030635 -1.222668
C1 0.328857 -2.367046 1.155753
C2 0.991488 0.859971 -1.816508
C3 1.441121 -0.302050 -1.121469
C4 1.146963 2.045680 0.069456
C5 1.661437 -0.176455 0.235343
C6 -2.518028 0.795015 0.811042
C7 -0.720404 -1.312263 1.056348
C8 1.059434 -0.723464 -3.223850
C9 -2.298349 -0.055729 -0.257720
C10 -0.956987 -0.460464 2.129470
C11 -1.403714 -1.103831 -0.135484
C12 -1.851983 0.584911 2.007285
H1 -2.022580 1.244815 2.845055
H2 -2.811156 0.103584 -1.194229
H3 0.245828 -2.951660 2.070870
H4 1.782020 -2.243679 -1.918732
H5 -0.415976 -0.610322 3.052231
H6 -3.205119 1.621681 0.710466
H7 1.142441 3.224489 1.714248
H8 0.639311 3.994701 0.235861
H9 0.321693 -3.034247 0.293549
H10 -1.233549 -1.763257 -0.975950
H11 0.989185 -1.277030 -4.140654

Cartesian forces, eV/Å:
-0.093 0.027 -0.198
-0.267 0.463 -0.587
0.085 0.144 0.374
0.094 -0.419 0.051
-0.011 0.515 0.268
-0.129 0.295 -0.206
0.437 0.050 -0.089
0.501 -0.960 0.891
-0.161 1.185 -0.044
0.046 -0.478 -0.492
0.254 -0.507 -0.007
-0.068 0.060 -0.058
-0.314 -0.063 0.055
-0.021 -0.126 0.020
-0.071 0.075 -0.061
-0.094 -0.107 -0.030
0.010 -0.117 0.133
-0.003 0.013 0.113
-0.021 0.057 0.071
-0.053 0.025 -0.082
-0.027 -0.059 -0.041
-0.016 0.083 -0.075
0.081 0.016 0.095
-0.065 0.071 -0.004
-0.043 0.030 -0.042
-0.003 -0.004 0.060
-0.145 -0.015 0.100
0.059 -0.051 -0.070
0.037 -0.201 -0.145

Results
**Max |F|**: 1.4 eV/A
**E_HOMO**: -8.19 eV
**SMILES**: Nc1nc(SCc2ccccc2)c2[nH]cnc2n1
**Gap between HOMO and LUMO**: 0.3151 Ha
**Energy**: -1135.89579 Ha
**E_LUMO**: 0.4 eV